[1]
Below is C48H58O3SbSeV as an isolated structure in a non-equilibrium geometry, with properties calculated with ωB97M-V with the def2-TZVPD basis set.

```
112
Properties=species:S:1:pos:R:3:mulliken_spin:R:1
V 0.4523 0.6981 -0.4139 1.841
C -5.6634 5.1791 -2.1549 0.000
C -5.2861 4.3806 -0.9061 0.000
C -6.5087 3.5625 -0.4638 0.000
C -4.9024 5.3701 0.2057 0.000
C -4.1109 3.4393 -1.1526 0.001
C -3.6430 2.6426 -0.1141 0.008
C -2.5404 1.8369 -0.2990 -0.017
Se -1.9118 0.7420 1.1693 -0.010
C -0.9325 2.1422 2.0895 -0.038
C -1.5929 3.0377 2.9138 -0.003
C -0.9015 4.0933 3.4823 -0.001
C 0.4484 4.2288 3.1513 0.004
C 1.1456 3.3454 2.3418 -0.013
C 0.4437 2.2302 1.8332 -0.001
O 0.9781 1.2789 1.0606 0.107
C 2.6028 3.5998 1.9442 0.006
C 3.1749 4.8525 2.6116 0.001
C 3.4769 2.4048 2.3598 0.000
C 2.6717 3.8156 0.4215 -0.079
C -1.5526 5.0959 4.4287 -0.001
C -1.4822 6.5042 3.8202 0.000
C -3.0228 4.7676 4.6988 0.000
C -0.8039 5.0722 5.7706 0.000
C -1.8494 1.7663 -1.5291 0.017
O -0.7413 1.0248 -1.5592 0.090
C -2.3549 2.5084 -2.6096 -0.011
C -3.4593 3.3276 -2.3725 0.001
C -1.7718 2.5058 -4.0313 -0.005
C -2.8835 2.0931 -5.0112 0.000
C -0.5995 1.5417 -4.2430 0.007
C -1.2797 3.9220 -4.3703 -0.001
H -6.4995 5.8410 -1.9253 0.000
H -5.9721 4.5177 -2.9663 0.000
H -4.8309 5.7972 -2.4956 0.000
H -7.3604 4.2236 -0.2910 0.000
H -6.3118 3.0143 0.4576 0.000
H -6.7818 2.8407 -1.2353 0.000
H -5.7293 6.0578 0.3954 0.000
H -4.0275 5.9535 -0.0870 0.000
H -4.6676 4.8535 1.1372 0.000
H -4.1189 2.6484 0.8582 -0.006
H -2.6506 2.8921 3.0838 -0.001
H 0.9772 5.0820 3.5527 0.000
H 3.1531 4.7687 3.6998 0.000
H 2.6318 5.7508 2.3127 0.000
H 4.2150 4.9758 2.3068 0.000
H 3.4561 2.2864 3.4450 0.000
H 4.5106 2.5729 2.0501 0.000
H 3.1306 1.4798 1.9077 0.000
H 2.1051 4.7063 0.1424 0.000
H 2.2674 2.9684 -0.1304 0.097
H 3.7092 3.9590 0.1116 -0.002
H -1.9870 6.5274 2.8527 0.000
H -0.4519 6.8308 3.6753 0.000
H -1.9737 7.2200 4.4824 0.000
H -3.6177 4.8257 3.7851 0.000
H -3.4306 5.4906 5.4064 0.000
H -3.1347 3.7729 5.1337 0.000
H 0.2363 5.3778 5.6555 0.000
H -0.8167 4.0662 6.1932 0.000
H -1.2802 5.7520 6.4800 0.000
H -3.8239 3.9184 -3.2006 0.000
H -3.2652 1.1036 -4.7523 0.000
H -2.4856 2.0530 -6.0267 0.000
H -3.7206 2.7916 -5.0026 0.000
H -0.8755 0.5124 -4.0158 0.001
H 0.2620 1.8038 -3.6337 0.005
H -0.2929 1.5834 -5.2902 0.000
H -2.0877 4.6535 -4.3305 0.000
H -0.8548 3.9388 -5.3759 0.000
H -0.5045 4.2293 -3.6658 0.000
C -0.8042 -6.9043 3.4122 0.000
C -1.7356 -5.8765 3.4658 0.001
C -1.5192 -4.7105 2.7466 0.001
C -0.3823 -4.5616 1.9549 0.015
C 0.5414 -5.5984 1.9034 -0.001
C 0.3320 -6.7640 2.6294 0.000
Sb -0.1094 -2.6745 0.9193 0.011
C 1.6891 -3.2744 -0.0981 0.000
C 2.8649 -3.3141 0.6491 0.007
C 4.0660 -3.6698 0.0542 0.000
C 4.1010 -3.9670 -1.3010 0.000
C 2.9357 -3.9205 -2.0515 0.002
C 1.7307 -3.5796 -1.4523 -0.007
C -1.5038 -3.1597 -0.6588 -0.044
C -2.2742 -4.3186 -0.6428 -0.005
C -3.2164 -4.5501 -1.6359 -0.001
C -3.4014 -3.6253 -2.6533 0.001
C -2.6269 -2.4754 -2.6866 0.006
C -1.6852 -2.2466 -1.6945 0.018
H -0.9651 -7.8121 3.9794 0.000
H -2.6262 -5.9821 4.0727 0.000
H -2.2479 -3.9073 2.7960 -0.001
H 1.4292 -5.5006 1.2906 0.000
H 1.0606 -7.5639 2.5843 0.000
H 2.8391 -3.0717 1.7077 0.000
H 4.9739 -3.7067 0.6437 0.000
H 5.0392 -4.2342 -1.7708 0.000
H 2.9646 -4.1451 -3.1100 0.000
H 0.8255 -3.5433 -2.0455 0.001
H -2.1436 -5.0480 0.1463 0.000
H -3.8136 -5.4532 -1.6108 0.000
H -4.1483 -3.8007 -3.4170 0.000
H -2.7634 -1.7550 -3.4845 0.000
H -1.0742 -1.3580 -1.7336 0.038
C 3.4688 0.0232 -0.8662 -0.020
C 2.0316 0.0319 -1.3554 -0.096
O 1.7481 -0.3577 -2.4777 0.069
H 4.1014 -0.5505 -1.5449 0.002
H 3.5245 -0.4008 0.1363 -0.003
H 3.8194 1.0576 -0.8212 0.006
```

Calculated values
- E_HOMO (spin up / spin down) (eV) = -7.48 / -7.78
- 2S+1 = 3
- energy relative to the best compared isomer or geometry (same formula, charge and spin) (eV) = 1.421
- expectation value of S² = 2.020
- LUMO level (spin up / spin down) (eV) = 0.42 / 0.27
- molar mass (g/mol) = 934.65
- gap between HOMO and LUMO (spin up / spin down) (eV) = 7.90 / 8.06

***

[2]
Below is a 2-piece molecular cluster, C5H5N overall in a non-equilibrium geometry, with properties calculated with ωB97M-V with the def2-TZVPD basis set.

```
11
Properties=species:S:1:pos:R:3:mulliken_spin:R:1
C 0.3484 -0.1274 -0.7623 0.247
C 1.2746 0.0870 0.0960 0.279
C -2.0039 -0.2874 0.7898 -0.015
C -0.6000 -0.0429 -1.6559 0.649
C 2.2120 0.2531 1.0336 0.723
N -2.3344 0.7405 1.1363 0.024
H -1.7428 -1.1251 0.2322 0.003
H -1.0825 -0.8431 -2.1920 0.017
H -1.1009 0.9059 -1.8337 0.022
H 2.1234 1.0536 1.8442 0.028
H 2.9061 -0.6142 1.3118 0.021
```

Calculated values
- E_HOMO (spin up / spin down) (eV) = -6.66 / -9.84
- 2S+1 = 3
- energy relative to the best compared isomer or geometry (same formula, charge and spin) (eV) = 1.375
- expectation value of S² = 2.025
- LUMO level (spin up / spin down) (eV) = 0.92 / -2.47
- molar mass (g/mol) = 79.10
- gap between HOMO and LUMO (spin up / spin down) (eV) = 7.59 / 7.37

***

[3]
Below is C25H32HfN4Se2 as an isolated structure, with properties calculated with ωB97M-V with the def2-TZVPD basis set.

```
64
Properties=species:S:1:pos:R:3:lowdin_charge:R:1
Hf 0.1157 0.4695 0.0274 1.559
C -3.2484 1.7572 2.1517 -0.007
C -1.7495 1.7648 2.1972 -0.260
C -1.0636 1.1304 3.2529 0.023
C 0.3054 1.2517 3.3925 -0.013
C 1.0529 1.9753 2.4544 -0.077
C 0.3974 2.6301 1.4146 -0.191
C -0.9947 2.5150 1.2800 -0.146
H -3.6208 2.3646 2.9822 0.131
H -3.6665 0.7590 2.3044 0.106
H -3.6480 2.1977 1.2386 0.094
H -1.6331 0.5874 3.9990 0.152
H 0.8018 0.7975 4.2419 0.146
H 2.1094 2.1427 2.6189 0.124
H 0.9306 3.3595 0.8151 0.125
H -1.5117 3.1577 0.5746 0.130
N -2.1612 0.4367 -0.6367 0.011
C -2.3830 -0.4886 -1.7632 -0.247
C -3.5711 -0.5539 -2.4344 0.045
C -3.7511 -1.4935 -3.4698 0.012
C -2.7400 -2.3578 -3.7841 0.050
C -1.5036 -2.2951 -3.0932 -0.111
C -0.4288 -3.1612 -3.3751 0.095
C 0.7482 -3.0565 -2.6671 0.019
C 0.8606 -2.0745 -1.6994 -0.107
N -0.1220 -1.2021 -1.4063 -0.085
C -1.3216 -1.3305 -2.0865 -0.188
H -2.5356 1.3492 -0.8982 0.109
H -2.7612 0.1414 0.1381 0.109
H -4.3904 0.1078 -2.1698 0.145
H -4.6953 -1.5320 -3.9967 0.143
H -2.8710 -3.1011 -4.5620 0.149
H -0.5403 -3.9140 -4.1488 0.157
H 1.5834 -3.7175 -2.8560 0.141
H 1.7794 -1.9827 -1.1374 0.085
C 4.2720 1.0420 0.6518 -0.273
Se 2.8919 0.6496 -0.6720 0.974
C 2.9638 2.3066 -1.7129 -0.471
C 2.0218 2.2272 -2.8865 -0.470
Se 0.1361 2.0471 -2.3871 0.970
C -0.3142 3.9309 -2.1486 -0.290
H 3.9223 1.7270 1.4157 0.032
H 5.0819 1.4806 0.0750 0.062
H 4.5930 0.0924 1.0686 0.048
H 3.9950 2.3752 -2.0607 0.105
H 2.7599 3.1417 -1.0472 0.082
H 2.2378 1.3914 -3.5482 0.087
H 2.0704 3.1425 -3.4753 0.104
H -0.1840 4.3810 -3.1290 0.060
H 0.3274 4.4023 -1.4099 0.043
H -1.3610 3.9925 -1.8618 0.040
N 1.1930 -4.4877 3.7757 0.246
C 0.9633 -3.4262 3.0377 -0.239
C 1.9503 -2.4078 2.8460 0.049
C 1.6567 -1.3301 2.0845 -0.146
N 0.4543 -1.1348 1.4418 -0.166
C -0.4849 -2.1238 1.6275 -0.119
C -0.2895 -3.2277 2.3798 0.043
H 2.0790 -4.6323 4.2413 0.157
H 0.4910 -5.2014 3.9183 0.157
H 2.9242 -2.4877 3.3131 0.143
H 2.3978 -0.5514 1.9651 0.080
H -1.4367 -1.9972 1.1218 0.119
H -1.0850 -3.9562 2.4772 0.143
```

Calculated values
- E_HOMO (eV) = -20.09
- energy relative to the best compared isomer or geometry (same formula, charge and spin) (eV) = 0.000
- total charge = +4
- LUMO level (eV) = -13.04
- molar mass (g/mol) = 724.97
- gap between HOMO and LUMO (eV) = 7.06

***

[4]
Below is a 2-piece molecular cluster, C3H8S2 overall in a non-equilibrium geometry, with properties calculated with ωB97M-V with the def2-TZVPD basis set.

```
13
Properties=species:S:1:pos:R:3:mulliken_spin:R:1
S 2.3636 -1.2671 1.4410 0.467
S 2.7079 0.4892 0.4930 0.486
H 2.2128 -1.9654 0.2868 0.012
H 1.5487 0.6385 -0.2168 0.016
C -0.4562 0.3194 -1.2814 0.001
C -0.8548 -0.1561 0.1265 0.002
C -1.6314 0.5002 0.9950 0.011
H 0.2551 -0.3855 -1.7107 -0.002
H -1.3886 0.2080 -1.8202 0.003
H -0.1366 1.3613 -1.3383 -0.002
H -0.8264 -1.2453 0.2040 0.004
H -1.8169 -0.0122 1.9367 0.000
H -1.9772 1.5151 0.8843 0.000
```

Calculated values
- E_HOMO (spin up / spin down) (eV) = -13.43 / -13.35
- 2S+1 = 2
- energy relative to the best compared isomer or geometry (same formula, charge and spin) (eV) = 2.041
- total charge = +1
- expectation value of S² = 0.755
- LUMO level (spin up / spin down) (eV) = -5.29 / -9.15
- molar mass (g/mol) = 108.23
- gap between HOMO and LUMO (spin up / spin down) (eV) = 8.13 / 4.20

***

[5]
Below is C5H9NO as an isolated structure, with properties calculated with ωB97M-V with the def2-TZVPD basis set.

```
16
Properties=species:S:1:pos:R:3:lowdin_charge:R:1
C -1.0309 -0.2456 1.1555 -0.037
C -0.1562 -0.0582 -0.0841 -0.445
C -0.2811 -1.2425 -1.0465 -0.019
C -0.2121 1.3782 -0.6471 -0.085
O 1.1019 1.6660 -0.0952 0.018
C 1.2451 0.3619 0.3096 -0.436
N 2.2151 -0.2288 0.8427 0.179
H -0.8893 0.5762 1.8657 0.092
H -2.0871 -0.2806 0.8636 0.088
H -0.7744 -1.1836 1.6599 0.093
H 0.6019 -1.8867 -0.9868 0.086
H -1.1551 -1.8455 -0.7807 0.077
H -0.4021 -0.9235 -2.0868 0.079
H -0.9744 2.0370 -0.2217 0.124
H -0.1951 1.4615 -1.7383 0.122
H 2.9937 0.4143 0.9902 0.064
```

Calculated values
- E_HOMO (eV) = -10.03
- energy relative to the best compared isomer or geometry (same formula, charge and spin) (eV) = 1.453
- LUMO level (eV) = 0.89
- molar mass (g/mol) = 99.13
- gap between HOMO and LUMO (eV) = 10.93

***

[6]
Below is a 13-piece molecular cluster, H26O13 overall in a non-equilibrium geometry, with properties calculated with ωB97M-V with the def2-TZVPD basis set.

```
39
Properties=species:S:1:pos:R:3:lowdin_charge:R:1
O 2.2030 1.3502 1.2104 -0.013
H 2.4022 0.5896 1.7356 0.066
H 2.2574 1.9460 1.9271 0.042
O 1.3202 -1.4214 -1.4285 -0.051
H 0.6860 -2.1591 -1.4484 0.032
H 1.9885 -1.4923 -2.1206 0.089
O 0.9337 3.6869 0.7079 -0.072
H 1.1521 2.7591 0.8069 -0.037
H 0.1341 3.5857 0.1655 -0.003
O -0.4681 0.2409 2.5522 -0.010
H 0.2221 0.7319 2.9047 0.001
H -0.5826 0.6000 1.6826 -0.006
O 0.5136 1.9651 -2.7663 -0.048
H 0.3896 2.9062 -2.7490 0.024
H 0.0374 1.5929 -2.0173 -0.007
O -3.0554 0.9344 -0.3104 -0.042
H -3.5588 1.1500 0.4889 0.075
H -3.7215 0.3854 -0.7275 0.063
O 3.8913 -0.0414 -0.7754 -0.020
H 3.2808 0.5216 -0.3693 -0.031
H 3.8679 0.3052 -1.6776 0.059
O -3.9559 -1.5690 0.9245 -0.030
H -4.0104 -2.3413 1.4836 0.042
H -3.0919 -1.6392 0.5947 -0.034
O -0.8622 -2.1241 0.9239 -0.016
H -0.8716 -2.8567 1.5348 0.078
H -0.5718 -1.4277 1.4598 -0.014
O -1.7818 3.3003 0.3429 -0.054
H -2.4140 3.4260 1.0617 0.056
H -2.0989 2.5386 -0.1724 0.007
O 3.0269 -2.7329 0.0430 -0.073
H 3.9011 -2.8804 -0.2843 0.014
H 2.6423 -2.0998 -0.5818 -0.043
O -0.2316 0.3400 -0.2226 -0.047
H 0.4313 -0.1981 -0.6494 0.000
H -1.1324 0.1363 -0.3864 0.002
O -0.6609 -3.3438 -1.5749 -0.023
H -0.8733 -2.7265 -0.8470 0.012
H -1.3385 -3.9385 -1.4415 0.010
```

Calculated values
- E_HOMO (eV) = -10.37
- energy relative to the best compared isomer or geometry (same formula, charge and spin) (eV) = 2.332
- LUMO level (eV) = -0.06
- molar mass (g/mol) = 234.20
- gap between HOMO and LUMO (eV) = 10.32